No. 1
Molecular formula: C20H50N2O12P3
Method: DFT, ωB97M-V/def2-TZVPD

calculated total energy	-76954.3056	eV
total charge	+1
HOMO-LUMO gap	7.324	eV

Last column: Mulliken charge in e.
Cartesian coordinates (Å):
P -7.4244 1.7559 -0.7340  1.01
P -0.1932 2.5559 1.1419  0.86
P 3.1154 -3.7277 -2.5980  1.00
O -6.3851 1.6561 0.5638  -0.34
O 3.9291 -4.3391 -3.9969  -0.33
O 2.3870 -3.1806 -1.3459  -0.68
O 0.5802 3.8796 0.2446  -0.51
O -1.5996 3.1162 1.5974  -0.61
O 6.6076 0.2550 3.6779  -0.53
O -6.0225 1.5308 -1.7225  -0.31
O -0.4930 1.2721 0.0033  -0.42
O -7.6437 0.1242 -0.9147  -0.31
O 4.6173 -3.2239 -2.1148  -0.31
O 2.7658 -2.3898 -3.5264  -0.31
O -8.6790 1.9573 0.1507  -0.67
N 0.9238 2.1431 2.4688  0.38
N 4.5281 0.5936 2.2469  0.15
C 3.4885 -3.5793 -6.2317  -1.07
C -6.5822 2.4985 1.6923  -0.22
C 4.1655 -0.8461 2.5165  -0.42
C 5.2911 -3.9801 -1.1287  -0.23
C 1.4954 -1.7617 -3.4094  -0.45
C -8.6241 -0.3214 -1.8304  -0.30
C -7.1851 1.6968 2.8304  -1.22
C 3.5801 -1.1609 4.0121  -0.81
C 1.9109 1.0403 2.0301  -0.64
C 1.6305 -0.4779 -2.6125  -0.81
C -0.5320 2.7499 4.6129  -0.91
C -3.7837 1.9804 -0.9800  -0.75
C 5.7483 1.0533 3.0195  0.54
C 0.2532 1.6157 3.7260  -0.28
C 5.9269 -5.2114 -1.7396  -1.07
C 6.1224 2.6825 3.0695  -0.84
C -5.0161 2.5312 -1.6710  -0.51
C 3.3938 1.5587 2.4911  -0.97
C 3.1455 -4.5898 -5.1543  -0.19
C -8.0991 -0.2590 -3.2495  -0.96
H 5.1599 -5.9088 -2.0911  0.26
H 2.8987 -2.1354 3.9068  0.30
H -7.9402 0.7791 -3.5578  0.24
H -0.5688 2.4940 5.7642  0.35
H -3.9544 1.8438 0.0924  0.22
H 1.1466 -1.5278 -4.4205  0.36
H -7.1986 3.3667 1.4380  0.36
H 6.0715 -3.3391 -0.7042  0.31
H -7.1339 -0.7706 -3.3307  0.22
H 1.1368 1.2051 4.4153  0.13
H 2.2992 0.2198 -3.1270  0.30
H 2.0695 -0.6599 -1.6257  0.00
H 5.6870 3.2245 2.1117  0.28
H 1.4672 3.0036 2.7513  0.56
H 4.4601 -1.4520 4.7462  0.33
H -2.9337 2.6546 -1.0982  0.27
H 3.3545 1.9685 3.6114  0.35
H -9.5436 0.2643 -1.7240  0.29
H -8.8603 -1.3600 -1.5741  0.31
H -4.7675 2.7946 -2.7033  0.40
H -5.6024 2.8815 1.9955  0.28
H -7.3801 2.3347 3.6965  0.39
H 4.6063 -4.2511 -0.3178  0.27
H 1.9394 0.8876 0.8700  0.20
H 6.5535 -5.7304 -1.0060  0.41
H -3.5172 0.9949 -1.3783  0.30
H -1.6575 2.7572 4.2203  0.26
H -5.3836 3.4376 -1.1770  0.29
H 7.2785 2.8637 3.0678  0.33
H 3.6288 2.5224 1.8280  0.30
H 0.6576 0.0022 -2.4782  0.40
H 4.5738 -3.4833 -6.3494  0.31
H 0.7568 -2.4373 -2.9662  0.36
H 0.8368 4.5330 0.9852  0.34
H 2.0756 -4.5793 -4.9181  0.26
H 5.1583 -1.4981 2.3971  0.39
H -8.8069 -0.7205 -3.9468  0.41
H 3.0496 -3.8634 -7.1896  0.38
H 3.1165 -2.5820 -5.9771  0.20
H 6.5405 -4.9436 -2.6066  0.25
H -8.1228 1.2157 2.5326  0.29
H 1.5332 0.0626 2.5495  0.44
H 3.3972 -5.5951 -5.5047  0.38
H -0.4294 0.6582 3.5208  0.36
H -0.1271 3.8392 4.4457  0.27
H 5.5892 3.1879 4.0060  0.23
H 2.8864 -0.3368 4.4675  0.10
H -6.5047 0.8934 3.1311  0.29
H 3.4255 -1.2788 1.6893  0.12
H -0.2657 0.3644 0.3966  0.36

***

No. 2
Molecular formula: C20H50N2O7
Method: DFT, ωB97M-V/def2-TZVPD

calculated total energy	-38860.1397	eV
SMILES string	CC1(C)CCCC(C)(C)N1O.CC1(C)CCCC(C)(C)N1O.OCCO.O.O.O
HOMO-LUMO gap	8.529	eV
energy above the lowest of the compared OMol25 structures with the same formula, charge and spin	0.0	kcal/mol

Last column: Mulliken charge in e.
Cartesian coordinates (Å):
O 1.3688 2.4936 1.0131  -0.57
O -0.4774 -0.1810 4.4963  -0.52
O -0.2975 -0.0381 1.7126  -0.62
O -1.7138 1.7303 -0.5477  -0.18
O 2.4519 -1.6977 -3.2712  -0.44
O -1.8466 -2.1467 1.3020  -0.73
O -2.3046 -2.1118 3.9601  -0.50
N -2.8704 2.4376 -0.4814  0.15
N 3.4556 -2.1925 -2.3956  0.22
C 3.2198 -0.5175 -0.4897  -1.85
C 5.4089 -0.5929 -3.0011  -1.62
C -5.0146 3.0744 -1.4109  -1.19
C -4.4338 0.5872 -1.4401  -1.57
C -5.5716 3.2503 0.0121  -0.67
C 1.7651 -2.5029 -0.4905  -1.94
C 5.6925 -2.5922 -0.5729  -0.61
C -3.2958 2.7630 0.9124  1.65
C 3.1412 -1.9416 -0.9301  1.88
C -0.2923 -1.5031 5.0332  -0.44
C -3.1649 2.2626 -2.8945  -1.91
C -4.4869 3.6978 0.9399  -1.22
C 5.7682 -2.9545 -2.0911  -1.29
C 4.8447 -2.6377 -4.4236  -2.03
C -3.8667 2.0482 -1.4857  1.48
C 4.2157 -2.7483 -0.1009  -1.25
C 4.8467 -2.0630 -2.9877  1.67
C -2.0897 3.4383 1.6388  -1.68
C -1.6153 -2.2273 5.1630  -0.42
C -3.6514 1.5530 1.7439  -1.67
H 2.0919 -2.4950 -3.6666  0.33
H -3.6423 -0.1308 -1.2253  0.33
H -6.0749 2.3241 0.2894  0.34
H -2.2091 -1.8044 5.9733  0.32
H 4.3784 -1.9427 -5.1219  0.44
H -1.7305 4.3191 1.1068  0.50
H 2.6991 -0.2846 0.4391  0.19
H 6.8152 -2.8109 -2.3583  0.42
H 0.5673 0.3639 1.7947  0.16
H 0.4648 -2.1582 4.6022  0.25
H 2.8083 0.1880 -1.2115  0.46
H 0.0995 -1.2553 6.0197  0.37
H -2.9863 -1.4563 4.1252  0.26
H 5.8374 -2.7824 -4.8497  0.43
H -6.3295 4.0334 -0.0089  0.39
H 4.6504 0.1266 -2.6928  0.28
H 2.2406 2.2481 1.3230  0.28
H 1.0881 -1.7534 -0.9003  0.39
H 6.0447 -1.5914 -0.3231  0.30
H -4.9230 0.3173 -2.3761  0.44
H -1.4670 -3.2787 5.4094  0.29
H -2.3650 3.8362 2.6156  0.46
H -2.9489 0.7422 1.5514  0.30
H -1.9621 -2.2988 2.2399  0.49
H 4.2590 -0.1911 -0.4474  0.39
H 6.3354 -0.5029 -2.4341  0.33
H -3.5647 1.7658 2.8095  0.52
H -0.7012 -0.2259 3.5639  0.41
H 0.9479 2.8943 1.7736  0.32
H 3.9324 -3.8008 -0.0965  0.44
H -4.9566 3.8316 1.9143  0.35
H -1.2684 2.7670 1.8894  -0.07
H 5.4459 -3.9830 -2.2538  0.38
H -2.4018 1.5099 -3.0926  0.39
H -3.9215 2.3550 -3.6737  0.43
H -0.8369 0.6357 1.2988  0.25
H 6.4354 -3.1876 -0.0421  0.42
H -4.1527 4.6567 0.5438  0.36
H 1.5519 -3.4136 -1.0501  0.45
H 5.8048 -0.2856 -3.9691  0.44
H 1.6155 -2.6426 0.5801  0.35
H -4.6714 4.0737 -1.6788  0.37
H -2.5967 3.1895 -2.9728  0.42
H 4.1828 -2.4307 0.9413  0.40
H 4.2679 -3.5611 -4.4765  0.42
H -5.8011 2.7625 -2.0981  0.45
H -5.1072 0.4310 -0.5974  0.31
H -4.6825 1.2111 1.6544  0.32
H -1.1586 2.3658 -1.0053  0.30
H -1.2907 -1.3691 1.2516  0.29

***

No. 3
Molecular formula: C20H50O10
Method: DFT, ωB97M-V/def2-TZVPD

calculated total energy	-42015.3736	eV
SMILES string	COCCOC.COCCOC.COCCOC.COCCOC.COCCOC
HOMO-LUMO gap	9.856	eV
energy above the lowest of the compared OMol25 structures with the same formula, charge and spin	159.1	kcal/mol

Last column: Mulliken charge in e.
Cartesian coordinates (Å):
O 0.6901 8.5672 3.0032  -0.35
O 5.5652 -5.7431 -7.3822  -0.40
O -1.0352 -5.1207 3.8889  -0.26
O 3.5261 -4.4324 -9.8229  -0.33
O 0.5749 -2.1273 -2.8972  -0.33
O -0.4597 -8.1685 2.8830  -0.37
O -5.6920 2.6839 3.5629  -0.27
O -4.6801 5.3112 4.2560  -0.31
O -0.7888 -1.2171 -0.8110  -0.33
O 2.8686 10.3472 3.0058  -0.28
C -6.1735 1.3722 3.1993  -0.78
C -1.8256 -4.5096 5.0105  -0.78
C -4.5913 6.5603 4.9647  -0.73
C -4.7322 4.1735 5.1033  -0.58
C -0.9012 -2.5679 -1.1463  -0.40
C -1.8494 -7.9828 2.9201  -0.65
C 4.7054 -4.0511 -9.0394  -0.52
C -4.5730 2.7629 4.3991  -0.42
C 0.4001 -2.9868 -1.8255  -0.48
C 1.7489 10.4860 2.1187  -0.54
C 0.5270 7.7012 1.8594  -0.70
C 3.9584 11.2312 2.6927  -0.72
C 3.5829 -3.9150 -11.1029  -0.76
C 0.4762 9.9471 2.8037  -0.47
C 4.6057 -4.6607 -7.5924  -0.47
C 0.3533 -6.9758 3.2210  -0.51
C 0.0580 -0.9042 0.3326  -0.62
C 5.0502 -7.0808 -7.6452  -0.70
C -0.0219 -2.3980 -4.1708  -0.65
C -0.1925 -6.1085 4.4554  -0.54
H 0.4442 -6.3934 2.3042  0.29
H -4.6979 7.3175 4.1880  0.25
H -5.3602 6.6729 5.7291  0.31
H 1.7866 9.9236 1.1857  0.31
H -0.3621 -1.5635 1.0921  0.28
H 2.9381 -4.3737 -11.8525  0.28
H 4.8894 -7.1322 -8.7221  0.28
H -3.6671 6.7752 5.5011  0.31
H -0.4236 7.8530 1.3480  0.30
H -1.0447 -2.6543 -3.8946  0.27
H 0.0092 -1.6131 -4.9265  0.25
H 0.3931 -4.0259 -2.1546  0.34
H 3.1577 -2.9118 -11.0754  0.29
H -0.6898 -6.7215 5.2070  0.38
H -2.3022 -7.3212 2.1816  0.28
H 0.3498 6.6865 2.2160  0.27
H 3.5889 12.2564 2.6716  0.30
H 0.6267 -5.6295 4.9918  0.45
H -1.3524 -3.1670 -0.3554  0.38
H -7.1138 1.3937 2.6483  0.27
H 4.8122 11.1376 3.3637  0.23
H -2.6708 -5.0894 5.3811  0.29
H 3.6117 -5.0627 -7.3960  0.31
H -4.6628 2.1274 5.2802  0.32
H 4.8271 -3.9633 -6.7846  0.29
H 4.5818 -3.8216 -11.5290  0.31
H 1.2161 -3.0796 -1.1087  0.32
H 5.7181 -4.2879 -9.3657  0.37
H -5.6529 4.2368 5.6834  0.31
H -1.6449 -2.6339 -1.9404  0.20
H 5.8354 -7.8325 -7.5648  0.30
H -2.1615 -3.5856 4.5397  0.25
H -2.2691 -8.9866 2.8544  0.31
H -1.2170 -4.0985 5.8159  0.34
H -3.8554 4.3248 5.7329  0.39
H -0.3331 10.1894 2.1150  0.37
H -2.2810 -7.8838 3.9162  0.21
H 1.1299 -1.1018 0.3378  0.25
H -0.1170 0.1517 0.5390  0.25
H 1.3710 -7.2776 3.4685  0.31
H 0.3317 -3.2804 -4.7043  0.28
H -3.6081 2.6479 3.9052  0.32
H 4.1465 -7.3498 -7.0983  0.29
H -5.6631 0.7290 2.4824  0.30
H 0.4828 10.3018 3.8344  0.28
H 1.5752 11.4886 1.7278  0.43
H 4.7138 -2.9613 -9.0543  0.46
H 1.4441 7.7416 1.2718  0.28
H 4.2873 10.9276 1.6988  0.31
H -6.2926 0.7268 4.0696  0.30

***

No. 4
Molecular formula: C20H52AsF6N3O3
Method: DFT, ωB97M-V/def2-TZVPD

calculated total energy	-109325.9219	eV
total charge	+2
HOMO-LUMO gap	9.754	eV
energy above the lowest of the compared OMol25 structures with the same formula, charge and spin	0.0	kcal/mol

Last column: Mulliken charge in e.
Cartesian coordinates (Å):
As 2.0442 -0.1400 2.5066  1.95
F 3.0221 1.3140 2.2524  -0.48
F 0.5522 0.7775 2.2483  -0.40
F 1.9364 0.0636 4.2727  -0.45
F 2.2953 -0.4185 0.7177  -0.63
F 1.0763 -1.5930 2.4889  -0.38
F 3.5301 -1.1515 2.7521  -0.50
O 4.2666 4.2898 -2.3284  -0.38
O 0.5385 -4.5834 1.7196  -0.34
O -2.8488 0.2947 2.0515  -0.40
N 1.5317 2.8651 -1.9903  0.54
N 2.8249 -3.0404 0.3184  -0.10
N -4.0033 -1.3221 -0.3224  0.46
C 3.7077 4.0327 -1.0350  -0.99
C 0.7525 1.5152 -1.7340  -0.96
C 2.7460 2.8368 -0.9387  -0.40
C 0.1280 4.2252 -0.1935  -1.00
C -3.2849 -2.6367 0.2279  -0.31
C -2.0322 0.0617 0.8910  0.50
C 4.3863 -4.2582 1.6939  -1.48
C 3.0091 -4.2733 1.1543  0.27
C 2.0485 2.9099 -3.4636  -0.25
C -4.1207 -3.9001 0.0780  -1.33
C -2.0660 0.5501 3.2378  -0.70
C -6.1116 0.2499 -0.0007  -1.33
C 5.0243 5.5088 -2.4447  -0.76
C 1.8445 -4.4975 2.2580  -0.76
C 0.5561 4.0580 -1.6280  -0.50
C 0.9362 2.7859 -4.4600  -1.22
C -0.5172 -4.6369 2.7088  -0.55
C -2.9391 -0.1547 -0.4087  -1.02
C -4.5212 -1.5438 -1.7474  -1.23
C -5.2463 -0.8176 0.6017  -0.22
H -4.9640 -3.6688 0.7287  0.37
H 4.6299 -5.2791 1.9881  0.41
H 1.9116 -3.7144 3.0132  0.34
H -2.4067 -2.7656 -0.4048  0.30
H -4.4583 -3.9837 -0.9550  0.35
H -2.3306 -0.4974 -1.2457  0.53
H 3.2591 1.8855 -1.0796  0.54
H -1.4626 -4.6987 2.1698  0.06
H -4.8151 -0.6076 -2.2220  0.36
H 5.1135 -4.0884 0.9000  0.43
H 3.2025 4.9346 -0.6894  0.43
H -3.0558 -2.4288 1.2731  0.34
H -1.4997 0.9756 0.6279  -0.13
H 1.9168 -5.4362 2.8073  0.51
H -0.5315 5.0909 -0.1327  0.46
H -5.3605 -2.2301 -1.6347  0.49
H -3.4049 0.8095 -0.6120  0.34
H 1.0145 4.9729 -2.0035  0.50
H 1.3310 0.7711 -2.2816  0.37
H -4.7085 -0.6303 1.5311  0.39
H 0.9343 4.4537 0.5034  0.28
H -1.2102 -0.1121 3.3689  0.16
H -5.8544 -1.6606 0.9299  0.37
H -5.6233 1.1869 -0.2686  0.34
H 0.6124 1.2958 -0.6756  0.11
H -0.2210 1.6398 -2.2083  0.45
H -3.5620 -4.8118 0.2894  0.40
H -0.3998 3.9096 -2.1303  0.45
H 3.4198 -2.9350 -0.4910  0.44
H 4.4938 -3.4533 2.4210  0.34
H -0.6566 -3.7821 3.3705  0.26
H 1.9021 -3.0092 -0.0909  0.37
H -3.7033 -1.9886 -2.3143  0.43
H 1.2448 2.5164 -5.4701  0.42
H -2.6645 0.3835 4.1335  0.36
H 0.1257 2.1032 -4.2049  0.23
H 2.9282 -2.1692 0.8188  0.02
H 5.7770 5.3354 -3.2137  0.25
H -0.3193 -5.5155 3.3228  0.36
H 4.3910 6.3571 -2.7044  0.30
H 2.9821 -5.0890 0.4317  0.37
H 2.3435 2.8614 0.0740  0.27
H 4.4501 3.6324 -0.3445  0.45
H -1.7447 1.5883 3.3213  0.28
H -6.7562 0.6331 0.7904  0.42
H 2.5993 3.8346 -3.6358  0.26
H 5.3966 5.7442 -1.4476  0.36
H 0.4746 3.7632 -4.6009  0.37
H -1.3453 -0.7728 1.0321  0.07
H -0.4021 3.3283 0.1272  0.04
H 2.7083 2.0532 -3.6003  0.38
H -6.7677 -0.1034 -0.7961  0.37

***

No. 5
Molecular formula: C20H52CrNO2P2Si4Te
Method: DFT, ωB97M-V/def2-TZVPD

calculated total energy	-112970.2155	eV
2S+1	4
HOMO-LUMO gap (spin up / spin down)	5.856 / 5.525	eV
energy above the lowest of the compared OMol25 structures with the same formula, charge and spin	8.6	kcal/mol

Last column: Mulliken spin population.
Cartesian coordinates (Å):
Te 0.5301 -0.2683 0.6718  -0.08
Cr -0.2847 -1.5086 -1.4074  3.05
P 1.3154 -0.8669 -2.7269  -0.07
P -1.7025 -2.7582 -0.0770  -0.08
Si 2.2533 3.0515 1.4396  0.00
Si -0.3839 1.6060 3.5754  0.00
Si -1.3358 3.6109 0.5950  0.00
Si 0.1628 2.2118 1.4839  0.03
O -0.0599 -5.6758 -0.2324  0.00
O 1.7633 -4.5793 -1.1522  0.00
N -0.7289 -2.8704 -2.8086  -0.05
C -0.6009 3.1139 4.7352  0.00
C -2.0240 0.6203 3.6281  0.00
C -0.1857 -2.7794 -4.0401  0.09
C -1.2196 5.3469 1.4070  0.00
C -1.5685 -3.9135 -2.5358  0.12
C 0.7849 -1.6472 -4.2799  0.03
C -1.0556 3.8711 -1.2880  0.00
C 1.5718 0.8655 -3.1333  -0.01
C -1.3557 -4.7893 -4.7905  0.05
C 0.9782 0.5004 4.3475  0.00
C 2.9699 -1.5420 -2.5026  0.02
C 2.5695 4.0490 -0.1682  0.00
C -0.5012 -3.6840 -5.0606  -0.02
C -1.8494 -4.1848 -1.0855  -0.01
C 2.5546 4.2360 2.9204  0.00
C -1.3847 -3.3941 1.6062  0.02
C -3.1464 3.0174 0.8170  0.00
C -1.8591 -4.8724 -3.4947  -0.02
C 3.6236 1.7054 1.5371  -0.01
C -3.3472 -1.9629 -0.0118  0.07
H -1.9730 -0.2780 2.9931  0.00
H 3.5447 1.1378 2.4794  0.00
H -3.8657 3.7013 0.3263  0.00
H 2.6437 -4.7510 -0.6560  0.00
H -1.1159 2.9092 -1.8212  0.00
H -2.8686 1.2227 3.2611  0.00
H -0.6413 -4.2159 1.5609  0.00
H -0.6357 -0.0431 -0.7371  -0.06
H 0.8415 -5.2849 -0.7889  -0.01
H 2.4384 3.7012 3.8791  0.00
H -0.5813 -6.4327 -0.6813  0.00
H 1.0624 -2.3147 -1.0498  -0.10
H -2.2645 0.2861 4.6545  0.00
H 0.6227 1.3384 -3.4272  -0.01
H -1.5956 -5.5089 -5.6170  0.00
H 4.6331 2.1574 1.4888  0.00
H -4.0706 -2.6740 0.4578  0.00
H 0.6919 0.1873 5.3698  0.00
H 0.0839 -3.6030 -5.9899  0.00
H -1.0153 -4.7256 -0.5800  -0.02
H 1.9339 1.0485 4.3989  0.00
H 1.6565 -2.0479 -4.8146  -0.01
H 1.1423 -0.4031 3.7384  0.00
H 0.3120 3.7262 4.7741  0.00
H -3.4056 2.9512 1.8860  0.00
H 1.8684 4.8968 -0.2486  0.00
H -1.8102 4.5459 -1.7344  0.00
H -2.6501 -5.6414 -3.2546  0.00
H 3.5733 -1.4262 -3.4040  0.00
H 3.4599 -1.0328 -1.6725  0.00
H -2.8501 -4.6352 -1.0221  0.00
H -3.2747 2.0141 0.3788  0.00
H 0.3482 -0.8889 -4.9549  0.02
H -2.3443 -3.7571 2.0239  0.00
H -1.4226 3.7621 4.3938  0.00
H -0.8319 2.7900 5.7673  0.00
H -0.2001 5.7557 1.3060  0.00
H -1.0124 -2.5444 2.2041  0.00
H 1.8284 5.0669 2.9010  0.00
H -3.6059 -1.6870 -1.0660  0.00
H -0.0609 4.2944 -1.4974  0.00
H 3.6006 4.4518 -0.1984  0.00
H 2.8979 -2.5992 -2.2512  0.01
H -3.1311 -1.0683 0.6160  0.00
H 1.9686 1.3975 -2.2574  0.01
H -1.4600 5.2853 2.4810  0.00
H -1.9264 6.0574 0.9360  0.00
H 1.1667 -3.6749 -1.0871  0.03
H 2.2897 0.9810 -3.9616  0.00
H 3.5755 4.6638 2.8800  0.00
H 3.5199 0.9840 0.7079  0.01
H 2.4263 3.4153 -1.0593  0.00